# 1
The following is a DFT calculation (the ωB97M-V functional and the def2-TZVPD basis) of C23H29Cl3N3O8P2RuS4 as an isolated structure at a distorted geometry.

Calculated values
E_LUMO (alpha / beta)   0.0 / -1.4 eV
Expectation value of S²   8.76
Frontier orbital gap (alpha / beta)   7.12 / 5.98 eV

Geometry as ORCA input:
```
! RIJCOSX wB97M-V def2-TZVPD def2/J DEFGRID3
* xyz 0 6
Ru 2.32388 0.73396 0.06187
N 3.04817 -2.63010 -2.69441
C 2.09703 -1.51590 -2.92221
C 1.32611 -1.69367 -4.20314
P 1.07123 -1.61072 -1.35853
O 0.30504 -0.16300 -1.31846
O 0.13530 -2.74357 -1.48154
O 2.06372 -1.59333 -0.23710
P 3.20925 -0.02138 -2.70954
O 3.79781 0.17047 -4.21176
O 2.50146 1.23290 -2.32743
O 4.28067 -0.61155 -1.84392
H 2.60502 -3.39808 -2.17932
H 3.79189 -2.07409 -2.09967
H 3.48442 -2.95663 -3.55890
H 0.62162 -2.51973 -4.09329
H 2.00059 -1.89779 -5.03707
H 0.76432 -0.79255 -4.44366
H -0.33075 -0.01700 -2.02395
H 3.44231 0.97366 -4.59028
S 2.09215 4.83333 2.42629
C 2.18570 3.35002 1.66720
S 3.19579 2.11228 2.25386
S 1.24691 3.01464 0.25952
C 6.97184 1.71919 -0.39905
C 6.21231 2.46334 -1.49490
C 4.91524 2.76522 -0.75879
O 4.61934 1.54050 -0.11237
C 5.84730 0.94167 0.30211
H 7.42255 2.43321 0.28975
H 7.74942 1.06274 -0.78187
H 5.99689 1.79120 -2.32824
H 6.72146 3.35084 -1.85685
H 4.07806 3.02636 -1.40705
H 5.06427 3.55632 -0.00692
H 5.80427 -0.10418 -0.00833
H 5.91874 0.99625 1.39544
Cl -9.02767 -1.56113 3.80869
C -7.41449 -1.43449 3.22216
C -6.82294 -2.51059 2.57809
C -5.53017 -2.38461 2.10787
C -4.81099 -1.20611 2.27055
C -3.41887 -1.09211 1.69125
C -2.32805 -1.61492 2.66828
N -1.14259 -0.80525 2.59127
C -0.93690 0.35912 3.27207
C 0.22309 0.88780 2.79802
N 0.72841 0.06741 1.83122
C -0.11127 -0.93867 1.73336
O -3.38102 -1.81660 0.47902
C -2.84933 -1.10805 -0.62222
C -3.53797 0.20527 -0.85949
C -4.89007 0.35043 -1.00352
Cl -6.05152 -0.90247 -1.00290
S -5.36423 2.00733 -1.17442
C -3.72133 2.50782 -1.04254
C -2.87468 1.46209 -0.87450
C -5.43132 -0.13985 2.91506
Cl -4.60150 1.36572 3.11948
C -6.72607 -0.24496 3.39629
H -7.37196 -3.42809 2.44263
H -5.05865 -3.19656 1.57843
H -3.21068 -0.03145 1.49995
H -2.08563 -2.64105 2.38491
H -2.70150 -1.59122 3.69463
H -1.61396 0.71546 4.02060
H 0.71407 1.78463 3.11465
H 0.01138 -1.79092 1.09503
H -2.98959 -1.78707 -1.46696
H -1.77643 -0.92988 -0.48464
H -3.47763 3.55055 -1.08564
H -1.80911 1.57159 -0.75045
H -7.19017 0.59602 3.88630
*
```

# 2
The following is a DFT calculation (the ωB97M-V functional and the def2-TZVPD basis) of C23H29ClGeMnN2OSi as an isolated structure at a distorted geometry.

Calculated values
E_LUMO (alpha / beta)   2.5 / 2.5 eV
Expectation value of S²   6.27
Frontier orbital gap (alpha / beta)   4.92 / 6.73 eV

Geometry as ORCA input:
```
! RIJCOSX wB97M-V def2-TZVPD def2/J DEFGRID3
* xyz -1 5
Mn 0.34085 0.05048 -0.53157
Cl 5.92402 -1.13694 4.07782
C 4.80087 -0.79592 2.77391
C 5.28602 -0.60930 1.48630
C 4.38229 -0.33949 0.47371
C 2.99791 -0.24172 0.69587
O 2.24408 0.04611 -0.33983
C 2.51536 -0.45227 2.02352
C 1.14329 -0.41814 2.39744
N 0.12222 -0.23815 1.54747
C -1.16148 -0.30162 1.99067
C -1.61714 -0.49584 3.30574
C -2.98606 -0.54925 3.58205
C -3.95388 -0.41880 2.61402
C -3.54783 -0.21965 1.27011
C -4.43672 -0.06241 0.18922
C -3.96392 0.14180 -1.08512
C -2.58346 0.18348 -1.29419
N -1.72833 0.02822 -0.29555
C -2.16846 -0.16560 0.97126
C 3.45639 -0.72230 3.04129
H 6.34725 -0.67294 1.28811
H 4.72219 -0.18467 -0.54247
H 0.93364 -0.59482 3.44794
H -0.92240 -0.60711 4.12457
H -3.28957 -0.70124 4.61237
H -5.00759 -0.46277 2.85639
H -5.50362 -0.10078 0.38090
H -4.63522 0.27133 -1.92304
H -2.11350 0.36269 -2.25729
H 3.10172 -0.88026 4.05255
C -1.23532 3.58999 -3.15029
Ge -0.05970 2.76184 -1.78825
C 1.60244 3.82675 -1.75095
C -0.96842 3.08858 -0.05752
C 0.34404 0.90477 -2.12270
H -1.42147 4.64407 -2.93220
H -2.19296 3.06750 -3.18302
H -0.77387 3.51235 -4.13585
H 1.41450 4.86666 -1.47345
H 2.08362 3.81245 -2.73037
H 2.29040 3.38475 -1.02946
H -1.07484 4.16961 0.06736
H -0.40351 2.70276 0.79356
H -1.96425 2.64613 -0.03249
H 1.22307 0.81685 -2.77009
C -0.88309 -2.44797 -2.78185
Si 0.20491 -2.21773 -1.25699
C 1.95340 -2.81331 -1.62864
C -0.50791 -3.26091 0.14737
H -0.89579 -3.50313 -3.08389
H -0.50125 -1.84991 -3.60822
H -1.91536 -2.14799 -2.59992
H 1.94295 -3.87440 -1.90316
H 2.60893 -2.68537 -0.76694
H 2.38481 -2.24604 -2.45414
H -0.51998 -4.31413 -0.15472
H -1.53048 -2.97448 0.40067
H 0.09622 -3.17182 1.05195
*
```

# 3
The following is a DFT calculation (the ωB97M-V functional and the def2-TZVPD basis) of C23H29ClN2PSY as an isolated structure at a distorted geometry.

Calculated values
E_LUMO   -6.9 eV
Frontier orbital gap   7.34 eV

Geometry as ORCA input:
```
! RIJCOSX wB97M-V def2-TZVPD def2/J DEFGRID3
* xyz 2 1
Y -1.16080 -1.13370 0.16363
Cl -2.05097 0.74751 1.49094
P -0.09405 0.58733 -1.59949
C -1.48914 -0.36364 -2.29879
C -1.34900 -1.19087 -3.42968
C -2.48980 -1.72378 -4.03411
C -3.76242 -1.51475 -3.47413
C -3.90983 -0.82053 -2.27333
C -2.78144 -0.26396 -1.65860
C -0.47425 2.32469 -1.90825
C 0.34408 3.26341 -1.24734
C 0.10284 4.62838 -1.40528
C -0.94185 5.06627 -2.24206
C -1.71804 4.12669 -2.93864
C -1.47921 2.75476 -2.78856
C 1.39201 0.20137 -2.56638
C 2.48923 -0.42588 -1.93678
C 3.64623 -0.66117 -2.66917
C 3.72389 -0.25925 -4.01066
C 2.62355 0.34212 -4.63765
C 1.45003 0.57447 -3.91578
H 1.17214 2.90751 -0.63300
H 0.73942 5.36604 -0.90441
H -1.11823 6.14468 -2.36411
H -2.49139 4.48983 -3.62194
H -2.04896 2.03781 -3.37429
H -0.34767 -1.36951 -3.83581
H -2.40800 -2.27216 -4.98421
H -4.65507 -1.88496 -3.99382
H -4.90908 -0.66986 -1.83350
H -2.89320 0.33620 -0.72854
H 2.42241 -0.71061 -0.88117
H 4.48938 -1.15903 -2.18585
H 4.65549 -0.42651 -4.55219
H 2.68003 0.62199 -5.68982
H 0.58491 1.04432 -4.39042
H -0.66027 -4.81156 -4.21020
H 0.08753 -4.75209 -4.17122
C -1.42479 -2.27319 6.13964
C -0.17878 -2.46010 5.28356
N -0.28355 -1.74438 3.94537
C 0.82332 -1.27650 3.32066
S 1.05235 -1.58960 1.61248
N 1.77583 -0.64489 4.04303
C 1.43560 0.40621 5.04597
C 2.43121 0.44455 6.18119
H -1.74263 -1.22336 6.14707
H -1.19672 -2.57308 7.17367
H -2.23761 -2.90736 5.75957
H 0.70788 -2.05585 5.79074
H -0.00604 -3.53901 5.10085
H -1.00654 -2.14110 3.32193
H 2.63951 -0.49675 3.52049
H 1.39564 1.36198 4.51751
H 0.43848 0.17000 5.41466
H 3.35645 0.92802 5.85709
H 1.99932 1.02386 7.00499
H 2.65054 -0.56102 6.55412
*
```

# 4
The following is a DFT calculation (the ωB97M-V functional and the def2-TZVPD basis) of a 2-piece molecular cluster, C23H29F2N2OS overall at a distorted geometry.

Calculated values
E_LUMO   -6.5 eV
Frontier orbital gap   3.21 eV

Geometry as ORCA input:
```
! RIJCOSX wB97M-V def2-TZVPD def2/J DEFGRID3
* xyz 1 1
C -5.44598 2.36627 -5.76190
C -3.94569 2.36746 -5.51536
F -3.43608 3.63785 -5.72230
C -3.56163 1.89938 -4.11998
C -2.62903 2.60773 -3.37315
C -2.30356 2.14846 -2.10522
C -2.89728 0.99870 -1.61869
C -3.81883 0.27234 -2.36786
C -4.14089 0.73274 -3.63918
N -4.41128 -0.90299 -1.84444
C -3.48909 -1.81006 -1.26241
C -3.55319 -3.17129 -1.57008
C -2.63882 -4.05718 -1.02800
C -1.66768 -3.56332 -0.17249
F -0.76083 -4.42456 0.33762
C -1.58703 -2.23254 0.17961
C -2.51444 -1.36025 -0.37523
S -2.51134 0.36979 -0.00088
H -5.70771 1.56395 -6.44650
H -6.01251 2.20034 -4.85088
H -5.77802 3.30771 -6.18383
H -3.41945 1.70541 -6.20235
H -2.18556 3.49519 -3.78899
H -1.57980 2.65945 -1.48829
H -4.84442 0.17250 -4.23753
H -4.89084 -1.36279 -2.60606
H -4.33677 -3.49946 -2.23608
H -2.65260 -5.10681 -1.26726
H -0.82517 -1.86972 0.84790
C 3.43181 -0.11108 4.86490
C 2.94188 -0.87119 3.61774
C 4.11060 -1.60315 2.93609
C 5.08000 -0.67375 2.21189
C 4.35180 0.20206 1.19565
C 3.18393 1.00839 1.78713
N 2.30980 0.06963 2.60512
O 1.51393 -0.49071 1.92354
C 3.71861 2.17220 2.65103
C 2.37404 1.65944 0.66726
C 1.92318 -1.88360 4.13801
H 3.83041 -0.82077 5.58525
H 4.22428 0.60542 4.66908
H 2.60952 0.42006 5.34550
H 3.70683 -2.32519 2.21809
H 4.63348 -2.17887 3.69784
H 5.62494 -0.05804 2.93044
H 5.83052 -1.27281 1.69478
H 5.04466 0.90703 0.73843
H 3.97164 -0.43500 0.38996
H 2.94432 2.57268 3.30625
H 4.04321 2.98418 2.00602
H 4.58339 1.90602 3.25362
H 2.02715 0.94118 -0.07506
H 3.00366 2.37681 0.14904
H 1.50810 2.19193 1.06315
H 1.04695 -1.38639 4.55579
H 2.38389 -2.47277 4.92578
H 1.58901 -2.57798 3.36748
*
```

One value per record, in order, for E: -5411.0993; -5056.2100; -2240.9297; -1676.1717 hartree.
One value per record, in order, for molar mass: 873.14; 540.59; 520.90; 419.56 g mol⁻¹.